(1)
{
  "formula": "C41H36F8N2O4P2S2",
  "method": "ωB97M-V/def2-TZVPD",
  "elements": ["N", "P", "O", "O", "C", "C", "C", "C", "C", "C", "S", "C", "C", "C", "C", "F", "F", "C", "F", "F", "C", "C", "C", "O", "C", "O", "C", "C", "N", "P", "S", "H", "H", "H", "H", "H", "H", "H", "H", "H", "H", "H", "H", "H", "H", "H", "H", "F", "C", "C", "C", "C", "C", "C", "H", "H", "H", "H", "H", "F", "C", "C", "C", "C", "C", "C", "H", "H", "H", "H", "H", "F", "C", "C", "C", "C", "C", "C", "H", "H", "H", "H", "H", "F", "C", "C", "C", "C", "C", "C", "H", "H", "H", "H", "H"],
  "coordinates": [[0.886, -0.845, 2.467], [0.745, -1.394, 1.042], [1.316, -2.886, 0.861], [-0.775, -1.470, 0.519], [1.513, -0.354, -0.211], [0.726, 0.549, -0.924], [1.300, 1.371, -1.880], [2.655, 1.282, -2.156], [3.452, 0.380, -1.462], [2.883, -0.429, -0.478], [3.945, -1.543, 0.393], [5.311, -0.448, 0.535], [6.056, -0.398, 1.703], [7.149, 0.451, 1.819], [7.962, 0.459, 3.090], [9.236, 0.010, 2.815], [8.086, 1.726, 3.592], [7.447, -0.425, 4.236], [8.281, -0.283, 5.290], [6.211, -0.003, 4.612], [7.501, 1.278, 0.744], [8.708, 2.188, 0.765], [8.519, 3.572, 0.156], [8.403, 4.533, 1.232], [7.408, 5.449, 1.082], [7.407, 6.319, 0.259], [6.734, 1.217, -0.416], [5.650, 0.356, -0.542], [4.858, 0.227, -1.724], [5.462, 0.889, -3.171], [4.687, 0.211, -4.805], [1.304, -1.487, 3.125], [1.322, -3.183, -0.060], [-0.767, -1.732, -0.416], [-0.332, 0.622, -0.714], [0.692, 2.080, -2.422], [3.063, 1.926, -2.921], [5.741, -1.042, 2.512], [7.395, -1.478, 3.954], [9.063, 2.355, 1.776], [9.529, 1.688, 0.245], [9.383, 3.851, -0.445], [7.636, 3.649, -0.476], [6.576, 5.296, 1.785], [7.019, 1.863, -1.234], [6.810, 0.563, -3.038], [5.389, 2.286, -3.034], [1.426, -2.502, -2.204], [1.488, -3.717, -2.817], [0.315, -4.308, -3.237], [0.394, -5.548, -3.854], [1.625, -6.165, -4.033], [2.786, -5.542, -3.597], [2.726, -4.300, -2.982], [-0.631, -3.807, -3.082], [-0.511, -6.031, -4.196], [1.678, -7.132, -4.514], [3.745, -6.022, -3.736], [3.615, -3.787, -2.639], [-2.363, -2.321, -2.113], [-3.523, -1.627, -1.935], [-3.609, -0.777, -0.855], [-4.780, -0.057, -0.671], [-5.838, -0.210, -1.558], [-5.720, -1.079, -2.635], [-4.551, -1.799, -2.836], [-2.767, -0.685, -0.184], [-4.866, 0.619, 0.168], [-6.752, 0.347, -1.409], [-6.544, -1.200, -3.325], [-4.435, -2.477, -3.671], [-7.093, 1.446, 0.836], [-6.924, 2.790, 0.826], [-7.555, 3.531, -0.151], [-7.375, 4.906, -0.154], [-6.573, 5.511, 0.804], [-5.949, 4.738, 1.774], [-6.123, 3.362, 1.793], [-8.172, 3.037, -0.890], [-7.864, 5.507, -0.909], [-6.435, 6.583, 0.796], [-5.321, 5.206, 2.520], [-5.652, 2.739, 2.542], [-11.507, -3.078, 4.548], [-10.810, -2.305, 3.689], [-11.501, -1.537, 2.774], [-10.777, -0.744, 1.895], [-9.389, -0.732, 1.939], [-8.721, -1.517, 2.868], [-9.431, -2.311, 3.757], [-12.582, -1.566, 2.756], [-11.301, -0.131, 1.174], [-8.829, -0.114, 1.252], [-7.640, -1.512, 2.902], [-8.932, -2.927, 4.493]],
  "lowdin_charge": [-0.1367, 0.4574, -0.1716, -0.1625, -0.2689, -0.0644, -0.0501, -0.0477, -0.2678, -0.4204, 1.0783, -0.4255, -0.0120, -0.0603, -0.3948, 0.1024, 0.1103, -0.3067, 0.0994, 0.0881, -0.1233, -0.0920, -0.1488, -0.0480, -0.3305, 0.1043, 0.0086, -0.2561, -0.2111, 0.3303, 0.1710, -0.0103, 0.0542, 0.0537, 0.1062, 0.1124, 0.0754, 0.1103, 0.1681, 0.1092, 0.1355, 0.1295, 0.1090, 0.1480, 0.0817, -0.0004, -0.0005, 0.0379, -0.2722, -0.0088, -0.0750, -0.0898, -0.0751, -0.0073, 0.1029, 0.1070, 0.1027, 0.1070, 0.1189, 0.0307, -0.2682, -0.0072, -0.0634, -0.0860, -0.0771, -0.0170, 0.0938, 0.0955, 0.0902, 0.1053, 0.1172, 0.0272, -0.2837, -0.0166, -0.0809, -0.0931, -0.0788, -0.0145, 0.1168, 0.1055, 0.1020, 0.1066, 0.1202, 0.0526, -0.2895, -0.0199, -0.0825, -0.0928, -0.0781, -0.0175, 0.1161, 0.1034, 0.0803, 0.1058, 0.1168],
  "max_force_ev_per_a": 1.3,
  "total_charge": 0,
  "homo_ev": -8.7,
  "smiles": "N=P(O)(O)c1cccc2c1Sc1cc(C(F)(F)C(F)F)c(CCOC=O)cc1N2[PH2]=S.Fc1ccccc1.Fc1ccccc1.Fc1ccccc1.Fc1ccccc1",
  "e_tot_ev": -116260.983,
  "gap_ev": 8.9,
  "mol_weight_g_mol": 898.81
}

---

(2)
{
  "formula": "C5H8O",
  "method": "ωB97M-V/def2-TZVPD",
  "elements": ["C", "C", "C", "C", "O", "C", "H", "H", "H", "H", "H", "H", "H", "H"],
  "coordinates": [[1.476, -0.406, 0.443], [0.641, 0.545, -0.373], [-0.732, 0.204, -0.976], [-1.657, -0.437, 0.007], [-1.274, 0.369, 1.058], [-0.563, 1.218, 0.140], [0.858, -1.198, 0.886], [1.981, 0.124, 1.259], [2.237, -0.882, -0.185], [1.197, 1.176, -1.064], [-0.955, 0.346, -2.026], [-0.814, -1.969, 0.285], [-1.700, -1.662, 0.231], [-0.797, 2.275, 0.175]],
  "nbo_charge": [-0.6209, -0.2293, -0.3603, 0.1212, -0.5050, 0.0932, 0.2238, 0.2200, 0.2171, 0.2275, 0.2348, 0.0038, 0.1586, 0.2154],
  "max_force_ev_per_a": 0.4,
  "total_charge": 0,
  "homo_ev": -8.1,
  "e_tot_ev": -7355.953,
  "gap_ev": 8.8,
  "mol_weight_g_mol": 84.12,
  "de_lowest_ev": 6.302
}

---

(3)
{
  "formula": "C5H11N4O5S",
  "method": "ωB97M-V/def2-TZVPD",
  "elements": ["C", "C", "C", "C", "C", "N", "N", "N", "N", "O", "O", "O", "O", "O", "S", "H", "H", "H", "H", "H", "H", "H", "H", "H", "H", "H"],
  "coordinates": [[0.933, -0.920, 0.021], [1.165, 0.467, -1.870], [1.956, -0.454, -0.935], [-1.253, -0.782, 3.459], [-1.886, -0.541, 2.310], [0.456, -0.311, 1.024], [2.619, -1.433, -1.666], [0.790, 0.348, -3.017], [0.458, 0.466, 1.961], [-1.141, 2.305, 0.376], [-1.599, 0.514, -1.187], [-1.263, 2.798, -1.984], [-1.715, -1.174, 1.188], [0.634, 1.458, -1.037], [-0.924, 1.748, -0.908], [0.324, -1.744, -0.248], [2.533, 0.421, -0.550], [-0.426, -1.402, 3.583], [-1.589, -0.380, 4.450], [-2.658, 0.175, 2.104], [-0.240, 1.313, 1.840], [3.575, -1.550, -1.350], [1.988, -2.242, -1.921], [1.139, -0.558, -3.483], [-1.386, 2.344, -2.925], [-2.490, -0.865, 0.762]],
  "nbo_charge": [0.1092, 0.5614, -0.1907, -0.4307, 0.1242, 0.0181, -0.8315, -0.5974, -0.1542, -0.9245, -0.9551, -0.8526, -0.6340, -0.7451, 2.5983, 0.2487, 0.2671, 0.2164, 0.2490, 0.1844, 0.4465, 0.4197, 0.3998, 0.3998, 0.5608, 0.5121],
  "max_force_ev_per_a": 3.6,
  "total_charge": 1,
  "homo_ev": [-13.0, -13.0],
  "e_tot_ev": -32383.932,
  "gap_ev": [8.1, 8.1],
  "mol_weight_g_mol": 239.23,
  "de_lowest_ev": 3.069
}

---

(4)
{
  "formula": "C8H12NO4",
  "method": "ωB97M-V/def2-TZVPD",
  "elements": ["C", "C", "C", "C", "N", "C", "C", "O", "C", "O", "C", "O", "O", "H", "H", "H", "H", "H", "H", "H", "H", "H", "H", "H", "H"],
  "coordinates": [[3.027, -0.707, 0.052], [1.962, -0.142, -0.500], [1.499, 1.260, -0.242], [0.204, 1.491, 0.582], [-1.022, 1.561, -0.197], [-1.407, 0.502, -1.086], [-2.266, -0.553, -0.377], [-1.991, -1.907, -0.846], [-1.272, -2.683, -0.022], [-0.174, -2.449, 0.348], [0.085, 0.619, 1.874], [-1.077, 0.437, 2.303], [1.172, 0.299, 2.395], [3.590, -0.207, 0.827], [3.298, -1.721, -0.213], [1.400, -0.740, -1.210], [1.380, 1.769, -1.204], [2.306, 1.778, 0.276], [0.312, 2.494, 1.002], [-1.185, 2.472, -0.584], [-2.018, 0.951, -1.872], [-0.600, -0.024, -1.606], [-2.163, -0.455, 0.702], [-3.315, -0.408, -0.636], [-1.745, -3.638, 0.235]],
  "nbo_charge": [-0.3972, -0.1476, -0.4556, -0.1546, -0.6241, -0.2367, -0.1095, -0.5656, 0.6606, -0.5292, 0.7555, -0.7878, -0.7699, 0.1938, 0.1787, 0.1798, 0.1858, 0.2120, 0.1962, 0.3515, 0.1755, 0.1747, 0.2643, 0.1632, 0.0861],
  "max_force_ev_per_a": 1.1,
  "total_charge": -1,
  "homo_ev": -4.0,
  "smiles": "C=CC[C@@H](NCCOC=O)C(=O)[O-]",
  "e_tot_ev": -18170.658,
  "gap_ev": 7.5,
  "mol_weight_g_mol": 186.19,
  "de_lowest_ev": 0.000
}

---

(5)
{
  "formula": "C2H6NO3",
  "method": "ωB97M-V/def2-TZVPD",
  "elements": ["C", "C", "N", "O", "O", "O", "H", "H", "H", "H", "H", "H"],
  "coordinates": [[-0.648, -1.180, 0.376], [1.512, 0.294, 0.095], [-1.612, 0.024, 0.380], [-0.841, -1.676, -0.749], [2.826, 0.057, 0.259], [1.269, 1.485, -0.277], [-1.197, 0.954, 0.669], [-2.213, 0.264, -0.528], [-2.204, -0.067, 1.106], [-0.472, -2.595, -0.971], [3.051, -0.815, 0.443], [2.165, 2.048, -0.331]],
  "nbo_charge": [0.4256, 0.4700, -0.7989, -0.6570, -0.6819, -0.6602, 0.4619, 0.4370, 0.4289, 0.5588, 0.5150, 0.5008],
  "max_force_ev_per_a": 5.9,
  "total_charge": 1,
  "homo_ev": -13.1,
  "e_tot_ev": -9792.385,
  "gap_ev": 9.5,
  "mol_weight_g_mol": 92.07,
  "de_lowest_ev": 4.705
}

---

(6)
{
  "formula": "C3H9NOS",
  "method": "ωB97M-V/def2-TZVPD",
  "elements": ["O", "C", "N", "C", "C", "S", "H", "H", "H", "H", "H", "H", "H", "H", "H"],
  "coordinates": [[1.585, -0.129, -2.376], [0.686, -1.033, -1.720], [-0.225, -0.438, -0.802], [0.183, 0.310, 0.364], [-0.981, 0.675, 1.262], [-0.408, 0.768, 3.014], [1.845, 0.505, -1.699], [1.272, -1.808, -1.232], [0.053, -1.497, -2.471], [-1.033, -0.025, -1.245], [0.767, 1.217, 0.135], [0.893, -0.308, 0.934], [-1.796, -0.033, 1.189], [-1.391, 1.666, 1.088], [-1.452, 0.131, 3.559]],
  "nbo_charge": [-0.7293, 0.0912, -0.6436, -0.2412, -0.5046, -0.0639, 0.4600, 0.1518, 0.1776, 0.3646, 0.1594, 0.2029, 0.2294, 0.2152, 0.1304],
  "max_force_ev_per_a": 1.2,
  "total_charge": 0,
  "homo_ev": -9.1,
  "smiles": "OCNCCS",
  "e_tot_ev": -17629.081,
  "gap_ev": 9.9,
  "mol_weight_g_mol": 107.18,
  "de_lowest_ev": 1.124
}